The following is a quantum chemistry calculation of 8 unconnected molecules or ions with the total composition C44H105N7O8 in a non-equilibrium geometry, from the OMol25 dataset.

The geometry in XYZ format:
```
164
Properties=species:S:1:pos:R:3
C 3.07 0.03 2.76
C 3.01 -0.27 4.22
C 1.44 -0.44 4.43
C 1.18 -1.24 5.73
C 1.87 -2.65 5.44
C 3.39 -2.63 5.16
N 3.77 -1.55 4.25
O 5.11 -1.50 3.88
C 4.17 -2.55 6.53
C 3.67 -4.01 4.44
C 3.51 0.90 5.06
H 2.40 0.86 2.55
H 2.66 -0.80 2.19
H 4.11 0.22 2.47
H 1.04 0.57 4.38
H 0.92 -0.95 3.62
H 0.11 -1.39 5.74
H 1.59 -0.76 6.62
H 1.47 -3.14 4.54
H 1.64 -3.31 6.28
H 5.26 -2.56 6.43
H 4.05 -1.52 6.83
H 3.96 -3.31 7.28
H 3.17 -4.72 5.09
H 3.30 -4.00 3.41
H 4.71 -4.33 4.47
H 4.55 1.15 4.84
H 3.27 0.72 6.11
H 3.09 1.90 4.97
H 5.06 -1.99 3.05
C -1.09 2.77 -4.53
C -1.42 4.26 -4.47
C -1.98 4.64 -3.16
C -1.09 4.91 -1.95
C 0.06 5.70 -2.31
C 0.74 5.49 -3.67
N -0.36 5.22 -4.67
O 0.06 5.13 -5.98
C 1.51 6.76 -3.98
C 1.75 4.25 -3.68
C -2.67 4.54 -5.44
H -2.02 2.20 -4.56
H -0.49 2.35 -3.73
H -0.42 2.72 -5.40
H -2.54 5.57 -3.27
H -2.75 3.89 -3.02
H -0.69 3.96 -1.58
H -1.76 5.18 -1.14
H 0.85 5.41 -1.62
H -0.19 6.74 -2.14
H 2.10 6.96 -3.09
H 2.19 6.84 -4.83
H 0.76 7.54 -4.13
H 2.15 4.16 -2.67
H 1.37 3.23 -3.82
H 2.51 4.33 -4.46
H -3.63 4.14 -5.12
H -2.46 4.22 -6.46
H -2.87 5.60 -5.57
H 0.09 4.17 -5.98
C -1.66 1.25 -0.75
C -1.84 -0.09 0.07
C -3.20 -0.71 -0.22
C -3.22 -1.41 -1.54
C -2.02 -2.43 -1.61
C -0.62 -1.83 -1.31
N -0.64 -0.98 -0.06
O 0.52 -0.20 0.23
C 0.46 -2.92 -1.11
C -0.29 -1.00 -2.56
C -2.00 0.27 1.54
H -0.75 1.81 -0.55
H -2.50 1.89 -0.48
H -1.91 1.09 -1.80
H -3.22 -1.43 0.60
H -4.05 -0.04 -0.30
H -3.40 -0.70 -2.35
H -4.12 -2.02 -1.50
H -2.03 -2.90 -2.60
H -2.06 -3.26 -0.91
H 1.47 -2.61 -1.39
H 0.60 -3.28 -0.09
H 0.35 -3.78 -1.78
H 0.48 -0.23 -2.51
H -0.02 -1.73 -3.33
H -1.19 -0.61 -3.05
H -1.80 -0.57 2.20
H -2.98 0.66 1.82
H -1.31 1.01 1.94
H 1.01 -0.63 0.93
C -4.01 -5.57 2.60
C -4.58 -4.43 3.42
C -4.57 -3.09 2.75
O -5.12 -2.08 3.58
C -5.81 -0.99 2.94
N -5.88 -4.91 3.92
H -4.76 -5.98 1.93
H -3.56 -6.35 3.20
H -3.27 -5.11 1.93
H -3.96 -4.22 4.29
H -5.06 -3.24 1.79
H -3.51 -2.86 2.69
H -6.45 -1.38 2.15
H -5.14 -0.30 2.44
H -6.37 -0.33 3.61
H -6.65 -4.86 3.26
H -6.17 -4.10 4.45
C 0.99 6.42 5.01
C -0.01 7.23 4.15
C -1.13 6.44 3.54
O -0.72 5.30 2.76
C -1.71 4.54 2.14
N -0.68 8.13 5.01
H 1.66 7.11 5.53
H 1.55 5.66 4.47
H 0.40 5.95 5.80
H 0.53 7.87 3.45
H -1.65 7.14 2.90
H -1.79 6.04 4.32
H -2.20 4.95 1.26
H -2.42 4.35 2.95
H -1.28 3.59 1.84
H -1.46 8.53 4.51
H -1.14 7.61 5.74
C 0.27 -4.03 -5.10
C -0.69 -5.16 -4.56
C -1.47 -5.70 -5.79
O -2.58 -6.36 -5.25
C -3.58 -6.57 -6.24
N 0.15 -6.14 -4.00
H -0.30 -3.11 -5.25
H 0.76 -4.29 -6.03
H 0.96 -3.84 -4.28
H -1.41 -4.78 -3.85
H -0.86 -6.27 -6.50
H -1.73 -4.82 -6.37
H -4.53 -6.99 -5.90
H -3.22 -7.32 -6.95
H -3.69 -5.76 -6.96
H -0.48 -6.93 -3.90
H 0.76 -6.47 -4.73
C 3.42 3.15 0.12
C 3.64 2.16 -1.07
C 4.36 0.85 -0.57
O 4.41 -0.01 -1.76
C 4.46 -1.37 -1.48
N 2.25 1.85 -1.51
H 3.02 4.11 -0.20
H 4.34 3.38 0.66
H 2.69 2.75 0.83
H 4.14 2.69 -1.89
H 3.74 0.25 0.09
H 5.33 1.04 -0.12
H 4.14 -1.86 -2.40
H 3.91 -1.69 -0.59
H 5.51 -1.62 -1.39
H 2.52 1.10 -2.14
H 1.63 1.35 -0.89
C 3.21 -7.35 -2.35
O 2.30 -6.41 -1.84
H 3.50 -8.15 -1.67
H 2.87 -7.73 -3.32
H 4.19 -6.88 -2.48
H 1.62 -6.35 -2.52
```

**2S+1**: 2
**Charge**: +1
**Kohn-Sham gap (spin up / spin down)**: 7.3512 / 3.0305 eV
**⟨S²⟩**: 0.754